This record from OMol25 describes a molecular structure, C25H61N4Na2O11 in a non-equilibrium geometry. The level of theory is the ωB97M-V functional and the def2-TZVPD basis.

## Properties
**DFT total energy**: -64220.803 eV
**HOMO (alpha / beta)**: -4.179 / -8.307 eV
**Molar mass**: 639.76 g mol⁻¹
**Frontier orbital gap (alpha / beta)**: 3.883 / 8.096 eV
**Energy relative to the best compared isomer or geometry (same formula, charge and spin)**: 87.0 kcal/mol

ORCA input file:
```
! wB97M-V def2-TZVPD RIJCOSX def2/J DEFGRID3
* xyz 0 2
Na -1.64 -1.32 5.36
Na 0.34 1.44 4.06
O -1.21 -2.30 1.75
C -0.75 -1.06 2.04
O 0.23 -0.76 1.38
O -1.29 -0.39 3.04
H -0.87 -2.41 0.86
C -4.14 -5.25 -4.13
O -2.92 -5.96 -3.65
C -2.87 -5.89 -2.16
C -2.42 -4.58 -1.49
N -1.17 -4.17 -2.07
C -1.11 -2.70 -1.93
C -2.20 -1.83 -2.66
O -2.24 -2.05 -4.05
C -1.80 -1.16 -5.01
H -5.06 -5.39 -3.56
H -4.29 -5.60 -5.15
H -3.94 -4.18 -4.09
H -2.16 -6.69 -1.95
H -3.80 -6.38 -1.87
H -2.36 -4.66 -0.40
H -3.28 -3.95 -1.70
H -1.31 -4.30 -3.07
H -0.19 -2.38 -2.42
H -1.00 -2.56 -0.86
H -2.12 -0.75 -2.56
H -3.26 -1.97 -2.44
H -0.76 -0.82 -4.99
H -2.41 -0.26 -5.09
H -1.89 -1.70 -5.95
C -0.39 1.48 -0.87
O -1.79 1.78 -0.69
C -2.18 2.90 0.20
C -2.08 4.27 -0.58
N -2.37 4.26 -2.04
C -2.17 5.51 -2.73
C -0.86 5.64 -3.46
O -0.78 6.68 -4.43
C 0.46 6.88 -4.91
H 0.13 1.72 0.06
H -0.07 2.19 -1.63
H -0.42 0.43 -1.17
H -1.75 2.84 1.20
H -3.25 2.73 0.34
H -1.02 4.50 -0.47
H -2.59 4.97 0.09
H -2.12 3.41 -2.51
H -2.28 6.37 -2.07
H -2.84 5.54 -3.59
H -0.66 4.72 -4.02
H -0.04 5.81 -2.77
H 0.49 7.39 -5.86
H 1.12 6.02 -5.07
H 0.89 7.56 -4.17
C 8.76 6.43 -1.17
O 7.40 5.96 -1.42
C 7.16 4.69 -0.83
C 5.77 4.06 -1.02
N 5.61 3.14 0.13
C 6.13 1.70 -0.04
C 5.85 1.24 1.40
O 4.46 1.05 1.81
C 3.63 0.11 1.06
H 8.70 7.52 -1.11
H 9.54 6.19 -1.88
H 9.20 6.19 -0.20
H 7.17 4.89 0.24
H 7.97 4.00 -1.06
H 5.69 3.50 -1.95
H 5.06 4.88 -1.08
H 4.66 3.21 0.46
H 7.17 1.62 -0.36
H 5.49 1.13 -0.72
H 6.39 1.82 2.16
H 6.20 0.21 1.46
H 3.83 -0.95 1.26
H 3.67 0.36 0.00
H 2.65 0.13 1.54
C 1.60 -2.09 5.13
O 0.39 -2.83 5.34
C 0.12 -3.82 4.38
C -1.27 -4.47 4.51
N -2.33 -3.59 4.08
C -3.68 -4.21 4.07
C -4.77 -3.10 3.70
O -5.95 -3.03 4.58
C -6.63 -4.17 5.02
H 1.62 -1.38 5.96
H 1.49 -1.51 4.21
H 2.58 -2.56 5.28
H 0.87 -4.59 4.59
H 0.21 -3.51 3.34
H -1.41 -4.82 5.54
H -1.34 -5.34 3.86
H -2.06 -3.02 3.29
H -3.79 -4.71 5.03
H -3.77 -5.07 3.40
H -5.10 -3.42 2.71
H -4.31 -2.11 3.64
H -5.82 -4.83 5.34
H -7.24 -4.78 4.35
H -7.15 -3.76 5.89
*
```